Arrangement 1

This record from OMol25 describes the molecule CH6SSi. The level of theory is ωB97M-V/def2-TZVPD.

Its structure (SMILES) is [SiH3]CS. Its molecular weight is 78.21 g/mol. The lowest unoccupied orbital energy comes out at 0.80 eV.

Last columns: bonded neighbours and bond lengths (Å).
Geometry (Å):
1 C 0.66459 -0.69735 0.34508  Si2 1.923, S3 1.921, H4 1.074, H5 1.172
2 Si -0.21072 0.92210 -0.20942  C1 1.923, H6 1.463, H7 1.472, H8 1.433
3 S 0.16550 -2.21191 -0.72524  C1 1.921, H9 1.428
4 H 1.72495 -0.67168 0.17896  C1 1.074
5 H 0.55291 -0.88490 1.49613  C1 1.172
6 H -1.67229 0.93818 -0.26123  Si2 1.463
7 H 0.02394 1.19601 -1.63684  Si2 1.472
8 H 0.43879 2.08774 0.31177  Si2 1.433
9 H -1.23166 -2.01013 -0.50857  S3 1.428

Partial atomic charges computed with the Mulliken method, in multiples of e: number 1, C, carries -0.6325; number 2, Si, carries 0.5145; number 3, S, carries -0.2025; number 4, H, carries 0.2587; number 5, H, carries 0.3100; number 6, H, carries -0.1213; number 7, H, carries -0.1114; number 8, H, carries -0.1392; number 9, H, carries 0.1238

Arrangement 2

This record from OMol25 describes a cluster of 2 separate species, CH6SSi in total. The level of theory is ωB97M-V/def2-TZVPD.

Its molecular weight is 78.21 g/mol. The lowest unoccupied orbital energy comes out at 0.08 eV.

Last columns: bonded neighbours and bond lengths (Å).
Geometry (Å):
1 C 0.60253 0.53586 -0.31860  Si2 1.892, S3 1.737, H4 1.078
2 Si -1.04568 -0.38114 -0.17587  C1 1.892, H6 1.462, H7 1.466, H8 1.459
3 S 2.11425 -0.21177 0.09714  C1 1.737, H9 1.335
4 H 0.75141 1.23048 -1.12999  C1 1.078
5 H 0.25281 1.78215 1.00503  no bonds
6 H -1.50951 -0.34440 1.20982  Si2 1.462
7 H -0.84049 -1.77904 -0.56750  Si2 1.466
8 H -1.97025 0.26001 -1.10469  Si2 1.459
9 H 1.64493 -1.09215 0.98466  S3 1.335

Partial atomic charges computed with the Mulliken method, in multiples of e: number 1, C, carries -0.5878; number 2, Si, carries 0.4658; number 3, S, carries -0.1345; number 4, H, carries 0.3584; number 5, H, carries 0.1195; number 6, H, carries -0.0862; number 7, H, carries -0.1117; number 8, H, carries -0.1220; number 9, H, carries 0.0985

In kJ/mol, relative to the most stable structure: arrangement 1 0.0; arrangement 2 215.2.

Arrangement 1

This record from OMol25 describes the molecule C4H8OP2. The level of theory is ωB97M-V/def2-TZVPD.

Its molecular weight is 134.06 g/mol. The lowest unoccupied orbital energy (spin up / spin down) comes out at -1.49 / -1.36 eV.

Last columns: bonded neighbours and bond lengths (Å).
Geometry (Å):
1 C -0.04891 -2.89638 -0.75515  P6 1.855, P7 1.912, H8 1.057, H9 1.078
2 C -0.97553 0.01955 -0.92751  C4 1.446, P7 1.723, H10 1.045
3 C 0.91453 1.33133 0.01259  C4 1.587, H11 1.153, H12 1.195, H13 1.164
4 C -0.37539 0.45720 0.31293  C2 1.446, C3 1.587, H14 1.109, H15 1.082
5 O -0.65750 -1.50135 -3.21369  P7 1.473
6 P 1.56796 -1.99792 -0.88954  C1 1.855, P7 2.195
7 P -0.31112 -1.31261 -1.79421  C1 1.912, C2 1.723, O5 1.473, P6 2.195
8 H -0.03143 -3.76048 -1.36304  C1 1.057
9 H -0.08349 -3.12977 0.29677  C1 1.078
10 H -1.47577 0.69090 -1.55210  C2 1.045
11 H 1.78043 0.66081 -0.34705  C3 1.153
12 H 1.05598 2.04173 0.96362  C3 1.195
13 H 0.75659 1.92214 -0.97777  C3 1.164
14 H -1.03867 1.02753 0.99437  C4 1.109
15 H -0.06188 -0.43685 0.83573  C4 1.082

Partial atomic charges computed with the Mulliken method, in multiples of e: number 1, C, carries -0.7439; number 2, C, carries -0.3866; number 3, C, carries -0.7198; number 4, C, carries -0.5765; number 5, O, carries -0.7053; number 6, P, carries 0.0153; number 7, P, carries 0.6109; number 8, H, carries 0.3947; number 9, H, carries 0.3244; number 10, H, carries 0.4912; number 11, H, carries 0.1699; number 12, H, carries 0.2764; number 13, H, carries 0.2701; number 14, H, carries 0.3406; number 15, H, carries 0.2385

Arrangement 2

This record from OMol25 describes the molecule C4H8OP2. The level of theory is ωB97M-V/def2-TZVPD.

Its molecular weight is 134.06 g/mol. The lowest unoccupied orbital energy (spin up / spin down) comes out at -1.65 / -2.03 eV.

Last columns: bonded neighbours and bond lengths (Å).
Geometry (Å):
1 C -1.73512 -0.12757 1.27104  P7 1.643, H8 1.109, H9 1.045
2 C 0.46825 0.94934 -0.54931  C4 1.549, P6 1.886, P7 1.901, H10 1.101
3 C 1.10239 -1.29830 -0.07812  C4 1.517, H11 1.121, H12 1.084, H13 1.070
4 C 0.59115 -0.44134 -1.22008  C2 1.549, C3 1.517, H14 1.135, H15 1.062
5 O -0.68332 2.30802 1.68091  P7 1.460
6 P -0.46096 2.29571 -1.48753  C2 1.886, P7 2.553
7 P -0.87865 1.18235 0.77166  C1 1.643, C2 1.901, O5 1.460, P6 2.553
8 H -2.40667 0.02263 2.14085  C1 1.109
9 H -1.84097 -0.87347 0.54667  C1 1.045
10 H 1.35260 1.38208 -0.05697  C2 1.101
11 H 0.61874 -0.93030 0.86335  C3 1.121
12 H 2.18452 -1.26959 -0.13611  C3 1.084
13 H 0.72630 -2.29222 -0.20123  C3 1.070
14 H -0.42213 -0.70373 -1.66007  C4 1.135
15 H 1.38387 -0.20362 -1.88505  C4 1.062

Partial atomic charges computed with the Mulliken method, in multiples of e: number 1, C, carries -0.6916; number 2, C, carries -0.3881; number 3, C, carries -1.0825; number 4, C, carries -0.3891; number 5, O, carries -0.6509; number 6, P, carries -0.0173; number 7, P, carries 0.4771; number 8, H, carries 0.2657; number 9, H, carries 0.2723; number 10, H, carries 0.4978; number 11, H, carries 0.3677; number 12, H, carries 0.3512; number 13, H, carries 0.2952; number 14, H, carries 0.3295; number 15, H, carries 0.3631

In kJ/mol, relative to the most stable structure: arrangement 1 0.0; arrangement 2 32.3.

Arrangement 1

This record from OMol25 describes the molecule C6H11NO3. The level of theory is ωB97M-V/def2-TZVPD.

Its structure (SMILES) is C/C=C(/[O-])[N@@+](C)(O)C(C)=O. Its molecular weight is 145.16 g/mol. The lowest unoccupied orbital energy comes out at 0.66 eV.

Last columns: bonded neighbours and bond lengths (Å).
Geometry (Å):
1 C -0.37711 1.20036 0.87021  C3 1.512, C6 1.399, H12 1.087
2 C -0.62334 -1.94300 0.17649  N5 1.467, H13 1.089, H14 1.084, H15 1.088
3 C -0.08814 0.61902 2.23568  C1 1.512, H16 1.089, H17 1.094, H18 1.090
4 C 1.46463 0.83366 -1.55956  C7 1.501, H19 1.091, H20 1.089, H21 1.087
5 N -0.40684 -0.73603 -0.62864  C2 1.467, C6 1.624, C7 1.708, O8 1.406
6 C -1.13156 0.64217 -0.16782  C1 1.399, N5 1.624, O9 1.214
7 C 1.09418 0.02960 -0.34698  C4 1.501, N5 1.708, O10 1.203
8 O -0.76126 -1.01498 -1.96011  N5 1.406, H11 0.988
9 O -1.82539 1.10881 -1.04791  C6 1.214
10 O 1.84208 -0.56050 0.38749  C7 1.203
11 H -1.38012 -0.27259 -2.16386  O8 0.988
12 H -0.50825 2.27986 0.87818  C1 1.087
13 H -1.69137 -2.15212 0.22535  C2 1.089
14 H -0.21566 -1.78681 1.16862  C2 1.084
15 H -0.09710 -2.76649 -0.30189  C2 1.088
16 H -0.04572 1.42440 2.96779  C3 1.089
17 H 0.87758 0.10477 2.25410  C3 1.094
18 H -0.85527 -0.07843 2.57299  C3 1.090
19 H 1.80988 0.15514 -2.34161  C4 1.091
20 H 2.28407 1.49155 -1.27528  C4 1.089
21 H 0.63469 1.42162 -1.94324  C4 1.087

Partial atomic charges computed with the Mulliken method, in multiples of e: number 1, C, carries -0.3090; number 2, C, carries -0.9115; number 3, C, carries -1.2283; number 4, C, carries -1.2133; number 5, N, carries 0.3028; number 6, C, carries 0.5339; number 7, C, carries 0.7658; number 8, O, carries -0.4554; number 9, O, carries -0.6539; number 10, O, carries -0.5671; number 11, H, carries 0.3879; number 12, H, carries 0.4300; number 13, H, carries 0.3295; number 14, H, carries 0.3310; number 15, H, carries 0.3131; number 16, H, carries 0.3631; number 17, H, carries 0.3159; number 18, H, carries 0.2931; number 19, H, carries 0.3117; number 20, H, carries 0.3578; number 21, H, carries 0.3027

Arrangement 2

This record from OMol25 describes a cluster of 2 separate species, C6H11NO3 in total. The level of theory is ωB97M-V/def2-TZVPD.

Its structure (SMILES) is CO[C@@]1(O)C[C@H]1C.N=C=O. Its molecular weight is 145.16 g/mol. The lowest unoccupied orbital energy comes out at 0.71 eV.

Last columns: bonded neighbours and bond lengths (Å).
Geometry (Å):
1 C -0.52559 0.63446 -1.10061  C2 1.511, C4 1.507, C5 1.510, H11 1.083
2 C 0.81050 0.27505 -1.70798  C1 1.511, C5 1.497, H14 1.078, H15 1.080
3 C 1.71026 -1.61378 0.41444  O8 1.414, H16 1.103, H17 1.099, H18 1.087
4 C -1.63845 -0.38185 -1.10699  C1 1.507, H19 1.086, H20 1.089, H21 1.087
5 C 0.68918 0.44337 -0.22504  C1 1.510, C2 1.497, O8 1.390, O9 1.389
6 C -1.44713 0.38181 2.28032  N7 1.196, O10 1.151
7 N -0.99168 1.48721 2.28529  C6 1.196, H13 0.994
8 O 0.71140 -0.64037 0.64469  C3 1.414, C5 1.390
9 O 1.29331 1.57418 0.30944  C5 1.389, H12 0.969
10 O -1.74661 -0.72522 2.18546  C6 1.151
11 H -0.84435 1.66074 -1.23596  C1 1.083
12 H 0.84368 1.77244 1.14474  O9 0.969
13 H -1.29515 2.35140 2.67091  N7 0.994
14 H 0.92936 -0.72107 -2.10375  C2 1.078
15 H 1.36026 1.03819 -2.23953  C2 1.080
16 H 1.45497 -2.26833 -0.43573  C3 1.103
17 H 2.68530 -1.14142 0.22793  C3 1.099
18 H 1.75939 -2.21804 1.31615  C3 1.087
19 H -2.46516 -0.04193 -0.49031  C4 1.086
20 H -2.00558 -0.53441 -2.12092  C4 1.089
21 H -1.28792 -1.33242 -0.71256  C4 1.087

Partial atomic charges computed with the Mulliken method, in multiples of e: number 1, C, carries 0.2212; number 2, C, carries -0.8088; number 3, C, carries -0.8596; number 4, C, carries -1.3167; number 5, C, carries 0.4860; number 6, C, carries 0.7656; number 7, N, carries -0.5150; number 8, O, carries -0.2823; number 9, O, carries -0.5353; number 10, O, carries -0.3912; number 11, H, carries 0.3134; number 12, H, carries 0.4127; number 13, H, carries 0.2090; number 14, H, carries 0.2399; number 15, H, carries 0.2621; number 16, H, carries 0.2651; number 17, H, carries 0.3306; number 18, H, carries 0.2754; number 19, H, carries 0.2632; number 20, H, carries 0.3986; number 21, H, carries 0.2662

Arrangement 3

This record from OMol25 describes the molecule C6H11NO3. The level of theory is ωB97M-V/def2-TZVPD.

Its structure (SMILES) is CC(=O)N(C)/C(O)=C(\C)O. Its molecular weight is 145.16 g/mol. The lowest unoccupied orbital energy comes out at 0.51 eV.

Last columns: bonded neighbours and bond lengths (Å).
Geometry (Å):
1 C 0.60143 -1.71246 -1.73199  N4 1.447, H13 1.084, H14 1.090, H15 1.090
2 C -2.18075 -0.25957 0.18255  C6 1.520, H16 1.088, H17 1.093, H18 1.091
3 C 0.89157 1.95119 0.18130  C7 1.505, H19 1.100, H20 1.083, H21 1.093
4 N 0.09902 -0.90986 -0.63723  C1 1.447, C5 1.333, C6 1.497
5 C 0.76682 -0.58477 0.46915  N4 1.333, C7 1.407, O8 1.348
6 C -1.01402 0.08682 -0.72737  C2 1.520, N4 1.497, O10 1.226
7 C 0.41607 0.71127 0.88879  C3 1.505, C5 1.407, O9 1.407
8 O 1.38409 -1.54253 1.18958  C5 1.348, H11 0.967
9 O 0.35961 0.82072 2.29078  C7 1.407, H12 0.963
10 O -1.18332 0.68473 -1.78459  C6 1.226
11 H 1.72136 -1.13559 1.99891  O8 0.967
12 H 0.42664 1.74652 2.54629  O9 0.963
13 H 1.40920 -2.35905 -1.40979  C1 1.084
14 H 0.97176 -1.06054 -2.52260  C1 1.090
15 H -0.22351 -2.30326 -2.13123  C1 1.090
16 H -1.92450 -0.92502 1.00435  C2 1.088
17 H -2.55764 0.67933 0.59658  C2 1.093
18 H -2.97241 -0.71090 -0.41762  C2 1.091
19 H 1.91241 2.22207 0.48955  C3 1.100
20 H 0.87571 1.81957 -0.89359  C3 1.083
21 H 0.22045 2.78132 0.41815  C3 1.093

Partial atomic charges computed with the Mulliken method, in multiples of e: number 1, C, carries -0.9705; number 2, C, carries -1.1857; number 3, C, carries -1.4243; number 4, N, carries 0.2016; number 5, C, carries 0.3844; number 6, C, carries 0.4981; number 7, C, carries 0.4555; number 8, O, carries -0.5202; number 9, O, carries -0.5956; number 10, O, carries -0.6436; number 11, H, carries 0.3805; number 12, H, carries 0.3437; number 13, H, carries 0.3642; number 14, H, carries 0.3233; number 15, H, carries 0.2976; number 16, H, carries 0.3141; number 17, H, carries 0.2962; number 18, H, carries 0.3838; number 19, H, carries 0.3685; number 20, H, carries 0.3703; number 21, H, carries 0.3582

In kJ/mol, relative to the most stable structure: arrangement 1 213.1; arrangement 2 0.0; arrangement 3 51.6.